Computed, not measured: C52H67N9O2S as an isolated structure in a non-equilibrium geometry, with ωB97M-V with the def2-TZVPD basis set.

```
131
Properties=species:S:1:pos:R:3:forces:R:3:mulliken_charge:R:1
C -9.609 2.989 -0.658 0.4 0.5 0.5 -2.11
C -8.241 3.666 -0.416 -0.1 -0.7 -0.4 2.59
C -8.481 4.747 0.623 -0.3 0.3 -0.2 -2.02
C -7.824 4.275 -1.769 -0.5 0.2 0.3 -1.81
C -7.273 2.516 -0.001 -0.5 0.6 0.5 -2.53
C -6.061 2.818 0.891 0.8 -0.7 -0.4 3.48
C -6.442 2.907 2.371 0.3 0.4 0.0 -1.86
C -5.266 4.070 0.437 -0.2 -0.3 0.1 -1.86
C -5.068 1.626 0.822 -0.1 0.3 0.1 -0.27
C -3.825 1.746 1.446 0.0 -0.2 -0.1 -0.28
C -2.897 0.724 1.401 0.2 0.0 0.1 -0.70
C -3.178 -0.457 0.733 0.2 0.1 0.2 0.12
O -2.220 -1.455 0.699 0.0 -0.1 -0.1 -0.54
C -1.595 -1.572 -0.571 0.0 0.1 -0.3 -0.67
C -0.573 -0.508 -0.877 0.5 0.0 -0.1 -0.53
O 0.708 -0.869 -0.363 -0.1 -0.1 0.0 -0.30
C 1.740 -0.182 -1.037 -0.1 0.4 0.7 -0.83
C 3.013 -0.240 -0.219 0.7 -0.1 -0.4 -0.32
C 4.232 0.138 -1.040 -0.3 0.2 0.0 0.44
C 5.454 -0.567 -0.813 0.1 0.1 -0.3 -0.89
C 6.580 -0.306 -1.529 0.3 -0.4 0.3 -1.01
C 6.552 0.696 -2.526 0.2 0.2 -0.3 0.81
N 7.540 1.091 -3.346 0.3 -0.5 0.3 -0.71
S 6.949 2.243 -4.258 -0.5 0.3 -0.1 0.16
N 5.429 2.333 -3.716 0.6 0.0 -0.2 -0.68
C 5.354 1.414 -2.747 -0.8 0.1 0.2 0.85
C 4.190 1.120 -1.983 0.1 0.1 -0.1 -0.61
C -4.410 -0.606 0.141 -0.1 -0.2 -0.2 -1.00
C -5.339 0.423 0.189 0.0 0.0 0.0 -0.52
H -9.532 2.168 -1.364 -0.1 -0.1 -0.1 0.39
H -10.299 3.751 -1.011 -0.2 -0.1 -0.3 0.52
H -9.996 2.643 0.299 -0.1 -0.3 0.0 0.47
H -8.841 4.340 1.563 0.0 -0.1 0.1 0.29
H -7.631 5.393 0.821 0.2 0.0 0.1 0.24
H -9.275 5.395 0.253 -0.1 0.2 0.0 0.57
H -8.715 4.666 -2.259 0.0 0.2 -0.1 0.48
H -7.133 5.107 -1.668 0.3 -0.1 -0.1 0.41
H -7.427 3.503 -2.419 0.3 0.0 -0.2 0.34
H -6.968 2.031 -0.920 0.2 0.0 -0.2 0.63
H -7.882 1.787 0.536 0.0 -0.2 0.1 0.52
H -7.117 3.729 2.583 -0.2 -0.1 0.0 0.43
H -5.536 3.103 2.939 0.1 0.0 0.2 0.47
H -6.822 1.956 2.731 -0.4 -0.1 0.0 0.38
H -4.894 4.601 1.307 0.1 0.3 0.1 0.42
H -5.852 4.739 -0.177 -0.1 0.2 0.1 0.18
H -4.406 3.779 -0.155 0.1 0.0 -0.2 0.42
H -3.557 2.647 1.972 0.0 0.2 0.1 0.35
H -1.937 0.818 1.887 0.1 0.1 0.1 0.56
H -1.098 -2.534 -0.644 0.0 -0.2 0.3 0.37
H -2.338 -1.557 -1.368 -0.3 0.1 0.0 0.38
H -0.847 0.475 -0.490 -0.2 0.1 0.1 0.38
H -0.503 -0.411 -1.964 0.0 -0.1 -0.2 0.38
H 1.442 0.865 -1.132 0.0 0.2 -0.3 0.39
H 1.919 -0.585 -2.035 -0.1 -0.2 -0.2 0.44
H 2.972 0.415 0.649 -0.2 0.0 0.2 0.24
H 3.187 -1.252 0.145 -0.2 -0.2 0.1 0.34
H 5.450 -1.339 -0.057 0.1 -0.1 0.1 0.61
H 7.495 -0.849 -1.340 0.1 0.0 0.0 0.47
H 3.310 1.705 -2.196 -0.2 0.0 0.1 0.42
H -4.658 -1.522 -0.374 0.0 -0.1 0.0 0.60
H -6.284 0.251 -0.297 -0.2 0.0 0.0 0.45
N -8.400 -4.068 0.344 0.0 0.0 0.0 0.04
C -7.310 -4.701 -0.186 0.0 0.0 0.0 -0.57
C -6.189 -4.135 0.360 0.0 0.0 0.0 -0.48
C -6.622 -3.120 1.257 0.0 0.0 0.0 -0.19
C -7.990 -3.104 1.226 0.0 0.0 0.0 -0.76
H -9.355 -4.277 0.121 0.0 0.0 0.0 0.19
H -7.425 -5.496 -0.902 0.0 0.0 0.0 0.39
H -5.172 -4.416 0.143 0.0 0.0 0.0 0.46
H -5.998 -2.477 1.855 0.0 0.0 0.0 0.53
H -8.703 -2.494 1.753 0.0 0.0 0.0 0.41
N -10.160 9.193 2.494 0.0 0.0 0.0 0.02
C -8.893 8.953 2.951 0.0 0.0 0.0 -0.61
C -8.164 8.439 1.913 0.0 0.0 0.0 -0.37
C -9.026 8.367 0.785 0.0 0.0 0.0 -0.29
C -10.249 8.840 1.175 0.0 0.0 0.0 -0.65
H -10.910 9.569 3.043 0.0 0.0 0.0 0.19
H -8.620 9.169 3.969 0.0 0.0 0.0 0.39
H -7.128 8.146 1.956 0.0 0.0 0.0 0.42
H -8.775 8.008 -0.200 0.0 0.0 0.0 0.49
H -11.171 8.955 0.631 0.0 0.0 0.0 0.39
N 5.721 -4.234 -1.343 0.0 0.0 0.0 0.12
C 4.954 -5.306 -1.707 0.0 0.0 0.0 -0.87
C 5.164 -6.302 -0.792 0.0 0.0 0.0 -0.11
C 6.092 -5.808 0.166 0.0 0.0 0.0 -0.49
C 6.417 -4.530 -0.203 0.0 0.1 0.0 -0.51
H 5.767 -3.361 -1.837 0.0 0.0 0.0 0.20
H 4.328 -5.269 -2.582 0.0 0.0 0.0 0.38
H 4.702 -7.276 -0.804 0.0 0.0 0.0 0.40
H 6.477 -6.331 1.026 0.0 0.0 0.0 0.46
H 7.079 -3.810 0.248 0.0 0.0 0.0 0.44
N 3.499 -1.591 3.350 0.0 0.0 0.0 0.06
C 4.458 -2.543 3.138 -0.1 0.0 -0.1 -0.68
C 5.471 -2.323 4.032 0.1 0.1 0.0 -0.41
C 5.105 -1.192 4.815 0.1 0.0 0.0 -0.34
C 3.883 -0.765 4.370 0.0 0.0 -0.1 -0.76
H 2.642 -1.511 2.833 0.0 0.0 0.0 0.20
H 4.338 -3.293 2.374 0.0 0.0 0.0 0.57
H 6.371 -2.910 4.116 0.0 0.0 0.0 0.48
H 5.671 -0.744 5.616 -0.1 0.0 0.0 0.49
H 3.258 0.050 4.690 0.0 0.0 0.0 0.41
N 8.488 -0.415 5.101 0.0 0.0 0.0 0.07
C 9.259 -0.802 6.162 0.0 0.0 0.0 -0.28
C 10.238 0.140 6.337 0.0 0.0 0.0 -0.61
C 10.048 1.136 5.341 0.0 0.0 0.0 -0.49
C 8.961 0.765 4.596 0.0 0.0 0.0 -0.48
H 7.697 -0.919 4.745 0.0 0.0 -0.1 0.25
H 9.045 -1.709 6.701 0.0 0.0 0.0 0.36
H 11.004 0.118 7.094 0.0 0.0 0.0 0.38
H 10.642 2.022 5.190 0.0 0.0 0.0 0.39
H 8.484 1.237 3.754 0.0 0.0 0.0 0.38
N 6.592 -10.934 -0.383 0.0 0.0 0.0 -0.01
C 5.881 -9.958 0.259 0.0 0.0 0.0 -0.41
C 4.727 -10.521 0.732 0.0 0.0 0.0 -0.33
C 4.744 -11.894 0.362 0.0 0.0 0.0 -0.45
C 5.908 -12.117 -0.324 0.0 0.0 0.0 -0.49
H 7.480 -10.801 -0.831 0.0 0.0 0.0 0.19
H 6.257 -8.951 0.323 0.0 0.0 0.0 0.33
H 3.956 -10.008 1.282 0.0 0.0 0.0 0.40
H 3.988 -12.631 0.575 0.0 0.0 0.0 0.39
H 6.305 -13.011 -0.772 0.0 0.0 0.0 0.37
N 6.574 3.186 -7.968 0.0 0.0 -0.1 0.11
C 5.839 3.804 -8.943 0.0 0.0 0.0 -0.45
C 6.633 3.929 -10.051 0.0 0.0 0.0 -0.42
C 7.897 3.362 -9.732 0.0 0.0 0.0 -0.54
C 7.828 2.912 -8.441 0.0 0.0 0.1 -0.28
H 6.244 2.968 -7.047 0.0 0.0 0.0 0.14
H 4.819 4.099 -8.764 0.0 0.0 0.0 0.36
H 6.341 4.376 -10.986 0.0 0.0 0.0 0.38
H 8.756 3.293 -10.377 0.0 0.0 0.0 0.38
H 8.559 2.421 -7.822 0.0 0.0 0.0 0.33
```
Forces are in eV/Å.

Results
E (Ha): -3063.03613
Relative energy (zero: lowest compared OMol25 entry of this formula, charge and spin) (eV): 0.000
Orbital gap (eV): 7.27
F_max (eV/Å): 1.15